Record 1
Formula: C8H7NO5
Source: OMol25
Level of theory: ωB97M-V with the def2-TZVPD basis set

Element x y z (Å)
C: 1.5092 -1.8169 0.4189
C: 0.9239 -1.1726 -0.9680
O: 1.2659 -1.8250 -2.1147
N: 0.0760 0.0583 -1.1274
C: 0.7966 1.3464 -0.8188
C: 2.1155 1.5450 0.1301
O: 0.2556 2.4763 -1.3553
C: -1.2117 0.0240 -0.3424
C: -1.4875 0.5710 1.0136
C: -3.1033 0.2123 1.1486
O: -3.7798 0.8989 2.0874
O: -3.5484 -0.7845 0.1636
C: -2.5686 -0.6522 -0.9647
O: -2.7223 -0.9972 -2.2616
H: 2.6843 -1.9865 0.2849
H: 1.2559 -1.0906 1.3133
H: 1.0031 -2.8649 0.5824
H: 1.9299 1.1436 1.2239
H: 2.3168 2.7164 0.2212
H: 3.0512 1.0864 -0.4011
H: -0.7624 1.1119 1.7663

energy relative to the best compared isomer or geometry (same formula, charge and spin)	750.7	kJ/mol
HOMO	-10.65	eV
DFT total energy	-739.7109	Eh
structure (SMILES)	CC(=O)N(C(C)=O)C1=CC(=O)OC1=O

***

Record 2
Formula: C8H7NOS
Source: OMol25
Level of theory: ωB97M-V with the def2-TZVPD basis set

Element x y z (Å)
C: 3.0842 -0.8242 0.6935
N: 1.6927 -0.3037 0.4942
S: 0.5102 -0.0349 1.7281
C: -0.7600 0.3457 0.6507
C: -2.0568 0.6232 0.9337
C: -2.9316 0.7370 -0.1720
C: -2.5021 0.5103 -1.4839
C: -1.2379 0.0582 -1.7634
C: -0.3442 0.1019 -0.6966
C: 1.1007 -0.3313 -0.7853
O: 1.8136 -0.5118 -1.7928
H: 3.3764 -0.8590 -0.3289
H: 3.1749 -1.7424 1.3003
H: 3.6175 -0.0212 1.1500
H: -2.5094 0.8099 1.9529
H: -3.9554 1.0394 0.0676
H: -3.2598 0.5853 -2.3584
H: -1.0780 -0.3575 -2.8096

energy relative to the best compared isomer or geometry (same formula, charge and spin)	56.9	kJ/mol
HOMO	-8.17	eV
DFT total energy	-837.2117	Eh
structure (SMILES)	Cn1sc2ccccc2c1=O

***

Record 3
Formula: C8H7NOS2
Source: OMol25
Level of theory: ωB97M-V with the def2-TZVPD basis set

Element x y z (Å)
O: -2.7500 1.4352 -0.9692
S: -2.1884 0.3546 -0.2302
S: -3.0628 -0.1430 1.4507
N: -2.1496 -1.1357 -1.0902
C: -1.3678 -2.0709 -0.6336
C: -0.0831 -1.8504 0.0922
C: 0.4244 -0.4960 0.0090
C: 1.8052 -0.1978 0.2647
C: 2.3178 1.1123 0.3315
C: 1.4890 2.2137 0.1313
C: 0.0638 1.9619 -0.0171
C: -0.4324 0.6112 0.0477
H: -1.7376 -3.0447 -0.9239
H: 0.5888 -2.6743 -0.2974
H: -0.1937 -2.2049 1.2084
H: 2.6095 -0.9250 0.3916
H: 3.3460 1.1423 0.3702
H: 2.0134 3.1591 0.2269
H: -0.6924 2.7525 -0.3627

energy relative to the best compared isomer or geometry (same formula, charge and spin)	235.9	kJ/mol
HOMO	-8.98	eV
DFT total energy	-1235.3245	Eh
structure (SMILES)	O=[S@@]1(=S)N=CCc2ccccc21

***

Record 4
Formula: C8H7NS
Source: OMol25
Level of theory: ωB97M-V with the def2-TZVPD basis set

Element x y z (Å)
C: 2.4959 -3.9275 0.8817
C: -1.6669 2.0266 0.1589
C: -1.8084 0.5838 -0.2444
C: -1.0792 2.2585 1.3256
C: -0.8405 -0.2105 0.6672
C: 3.0265 -1.5062 0.2139
C: 2.8682 -2.6558 0.5259
C: -0.5272 -1.4618 0.4755
N: 2.2194 -5.0398 1.0047
S: -0.4640 0.7873 2.0963
H: -1.8979 2.8322 -0.5521
H: -1.4216 0.5068 -1.2572
H: -0.7987 3.1966 1.7480
H: -2.7900 0.0982 -0.2505
H: 3.4365 -0.5030 0.0202
H: 0.2572 -1.9393 1.1993
H: -0.6723 -1.9474 -0.3813

2S+1	3
energy relative to the best compared isomer or geometry (same formula, charge and spin)	452.1	kJ/mol
<S²>	2.02
HOMO (alpha / beta)	-3.10 / -7.97	eV
DFT total energy	-761.6358	Eh

***

Record 5
Formula: C8H7O5
Source: OMol25
Level of theory: ωB97M-V with the def2-TZVPD basis set

Element x y z (Å)
C: -1.0222 0.4503 1.8511
C: -0.3741 1.5868 1.1688
C: -1.2957 -0.8801 1.5319
C: 1.3540 -0.0483 -0.0619
C: 0.4296 1.1078 -0.0698
C: -0.4667 -1.5511 -0.7578
C: 0.2849 -0.1869 -1.0456
C: 0.5462 0.0275 -2.4343
O: -0.4713 2.7629 1.4682
O: -1.7554 -1.5853 2.4623
O: -1.0338 -1.6669 0.3419
O: -1.4576 0.7626 3.1569
O: 0.7899 -1.3036 -3.1437
H: 2.4157 0.1433 -0.1159
H: 1.1694 -0.6726 0.7757
H: 0.7009 1.9911 -0.6637
H: 1.4084 0.7016 -2.4999
H: -0.2711 0.4429 -2.9679
H: -1.6408 -0.1345 3.4098
H: 0.6897 -1.9477 -2.4062

total charge	-1
energy relative to the best compared isomer or geometry (same formula, charge and spin)	566.1	kJ/mol
HOMO	-3.70	eV
DFT total energy	-685.1285	Eh

***

Record 6
Formula: C8H7PS
Source: OMol25
Level of theory: ωB97M-V with the def2-TZVPD basis set

Element x y z (Å)
C: -1.8179 -0.1098 0.3357
C: -1.6787 -1.4680 0.5823
C: -0.7615 0.6460 -0.1939
C: -0.4738 -2.0967 0.3735
C: 0.5142 -0.0238 -0.2942
C: 0.6039 -1.3720 -0.2774
C: 1.0896 2.2393 0.3659
C: 1.5890 0.9679 -0.3673
P: -0.4492 2.4909 0.9059
S: 1.9456 -2.4581 -1.0224
H: -2.9129 0.3515 0.2800
H: -2.4978 -2.0088 0.8771
H: -1.0814 1.2820 -0.9662
H: -0.4133 -3.2210 0.3760
H: 1.9056 2.8704 0.3781
H: 2.5571 0.5464 0.0230
H: 1.8816 1.3637 -1.3759

2S+1	3
<S²>	2.08
HOMO (alpha / beta)	-6.80 / -9.02	eV
DFT total energy	-1048.4041	Eh

***

Record 7
Formula: C8H8
Source: OMol25
Level of theory: ωB97M-V with the def2-TZVPD basis set

Element x y z (Å)
C: 3.3220 0.2885 -0.1892
C: 3.7052 1.2090 0.5668
C: 2.3937 -0.6353 -0.4050
C: 0.9683 -0.6623 -0.2665
C: 1.7833 -1.9582 -0.1831
C: -0.0378 0.1882 -0.1201
C: 0.1948 1.6733 -0.4589
C: -1.3321 -0.1937 0.5781
H: 1.6670 -2.5822 -1.1879
H: 2.0645 -2.5906 0.6572
H: 0.5149 2.1110 0.6246
H: -0.7118 2.1470 -0.6220
H: 1.0839 1.7431 -1.0514
H: -2.0004 -0.4600 -0.1467
H: -1.7139 0.5970 1.1474
H: -1.0466 -0.9759 1.3127

energy relative to the best compared isomer or geometry (same formula, charge and spin)	688.2	kJ/mol
HOMO	-9.13	eV
DFT total energy	-309.3517	Eh

***

Record 8
Formula: C8H8
Source: OMol25
Level of theory: ωB97M-V with the def2-TZVPD basis set

Element x y z (Å)
C: -1.2676 -2.3656 -0.4871
C: -2.2751 -1.1822 -0.2840
C: -0.3817 -1.3458 -0.4449
C: -1.3030 -0.4332 0.4189
C: 0.6989 -0.3044 -0.3913
C: -0.2842 0.4042 0.6690
C: 1.0266 0.4887 -1.5957
C: -0.0668 1.3671 1.8212
H: -1.1954 -3.4711 -0.5954
H: 1.5781 -0.6725 0.1875
H: 0.2130 0.9083 -2.2384
H: 1.9713 0.4635 -2.1497
H: 1.3344 1.4641 -1.0646
H: -1.0527 1.4848 2.1351
H: 0.4594 2.3038 1.4621
H: 0.5447 0.8903 2.5570

energy relative to the best compared isomer or geometry (same formula, charge and spin)	785.1	kJ/mol
HOMO	-7.91	eV
DFT total energy	-309.3148	Eh

***

Record 9
Formula: C8H8BNO9Pb3
Source: OMol25
Level of theory: ωB97M-V with the def2-TZVPD basis set

Element x y z (Å)
Pb: -15.8107 -5.5159 -5.3938
Pb: -14.4156 -2.8517 -8.0692
Pb: -16.9342 -1.4739 -5.5262
O: -24.2856 -6.4879 -3.0369
C: -23.7013 -5.9220 -3.8885
O: -22.4305 -5.9946 -4.1285
B: -21.9780 -5.0644 -5.1743
O: -23.2376 -4.3250 -5.5031
C: -24.2733 -4.7692 -4.8638
O: -25.3745 -4.3565 -4.9284
O: -21.4010 -5.7526 -6.3211
C: -20.1680 -5.3471 -6.4967
O: -19.3683 -5.7378 -7.3007
C: -19.8035 -4.4773 -5.2841
O: -20.8916 -4.1806 -4.6597
O: -18.6600 -4.0817 -5.1191
O: -16.5315 -3.5886 -6.8665
H: -17.4705 -3.4627 -7.1029
C: -18.1510 -4.1864 -12.8186
C: -18.7970 -4.1323 -11.4329
C: -17.8765 -4.4419 -10.2398
C: -16.6155 -3.6833 -10.2231
N: -15.6216 -3.0899 -10.3142
H: -18.9585 -4.2423 -13.5474
H: -17.6914 -5.1721 -12.9387
H: -17.4415 -3.3885 -13.0223
H: -19.5408 -4.9287 -11.3832
H: -19.3161 -3.1747 -11.3797
H: -17.6523 -5.5024 -10.1039
H: -18.4263 -4.2164 -9.3176

total charge	+4
energy relative to the best compared isomer or geometry (same formula, charge and spin)	0.0	kJ/mol
HOMO	-19.11	eV
DFT total energy	-1643.2489	Eh

***

Record 10
Formula: C8H8Br2
Source: OMol25
Level of theory: ωB97M-V with the def2-TZVPD basis set

Element x y z (Å)
Br: -0.0465 2.2630 2.6319
C: -0.4784 1.4337 0.9979
C: 0.2067 1.8004 -0.1596
C: -0.1133 1.1860 -1.3701
C: -1.1130 0.2150 -1.4033
Br: -1.5450 -0.6145 -3.0372
C: -1.7981 -0.1517 -0.2458
C: -1.4782 0.4627 0.9648
H: 0.9918 2.5669 -0.1175
H: 0.4175 1.4641 -2.2902
H: -2.5832 -0.9182 -0.2879
H: -2.0089 0.1845 1.8848
C: 1.5398 -1.8534 -0.2273
C: 1.6431 -1.4439 1.0381
H: 0.8148 -2.6226 -0.5169
H: 2.1771 -1.4322 -1.0133
H: 1.0058 -1.8651 1.8240
H: 2.3681 -0.6747 1.3277

energy relative to the best compared isomer or geometry (same formula, charge and spin)	0.0	kJ/mol
HOMO	-8.99	eV
DFT total energy	-5457.6366	Eh
structure (SMILES)	Brc1ccc(Br)cc1.C=C

***

Record 11
Formula: C8H8CaO5S
Source: OMol25
Level of theory: ωB97M-V with the def2-TZVPD basis set

Element x y z (Å)
C: -1.8163 -1.9502 0.4419
C: -1.3689 -1.4983 -0.7287
C: 0.0803 -1.3500 -1.0706
C: 0.5567 0.0534 -1.1780
C: 0.9812 0.9175 -0.2604
C: 1.0707 0.7573 1.2051
S: -0.4334 1.3984 2.0067
O: -0.1871 1.4640 3.4035
O: -0.8546 2.5193 1.2487
C: 1.4197 2.1622 -0.9902
O: 1.5050 3.2602 -0.6100
O: 1.6106 1.7406 -2.3133
C: 0.6648 0.7738 -2.5047
O: -0.0167 0.6104 -3.4531
H: -2.8589 -1.9577 0.7133
H: -1.1232 -2.3812 1.1367
H: -2.0825 -1.2513 -1.5021
H: 0.2419 -1.8301 -2.0346
H: 0.7184 -1.8881 -0.3361
H: 1.1621 -0.3097 1.4563
H: 1.8666 1.3504 1.6450
H: -1.3142 0.3963 1.7516
Ca: 0.1778 -2.9873 1.9729

total charge	+2
HOMO	-16.81	eV
DFT total energy	-1760.8273	Eh

***

Record 12
Formula: C8H8Cl8F24N2O8P2S4V2
Source: OMol25
Level of theory: ωB97M-V with the def2-TZVPD basis set

Element x y z (Å)
V: -6.3859 28.2391 -18.4917
V: -11.1458 28.6722 -15.7085
P: -5.0788 29.8793 -20.5294
F: -4.3835 29.4686 -21.9019
F: -5.8012 31.1146 -21.2200
F: -6.3237 28.8349 -20.8516
F: -5.8546 30.2072 -19.1156
F: -4.5010 28.5564 -19.7552
F: -3.8910 30.8531 -20.0646
P: -9.2100 27.5574 -18.6938
F: -10.1436 27.9520 -19.9034
F: -9.6993 26.0496 -18.7301
F: -7.9276 27.2490 -19.6737
F: -8.1349 27.2631 -17.5104
F: -8.6322 29.1105 -18.6790
F: -10.3330 27.8807 -17.5454
C: -13.7877 26.7309 -13.3896
F: -14.4601 25.9825 -14.2365
F: -14.4236 26.7977 -12.2456
F: -12.5733 26.2320 -13.2476
S: -13.5796 28.4958 -14.0566
O: -14.7278 29.2640 -13.6729
O: -12.3153 29.0056 -13.5501
N: -13.1765 28.2814 -15.7178
S: -14.6032 28.3529 -16.4524
O: -15.7328 27.7439 -15.7879
O: -14.9000 29.6467 -17.0184
C: -14.3501 27.2265 -17.9338
F: -15.2550 27.5273 -18.8421
F: -13.1030 27.4109 -18.4111
F: -14.4755 25.9487 -17.6142
C: -8.7662 28.9119 -12.3347
F: -10.0049 28.9051 -11.9201
F: -8.3742 30.1776 -12.3250
F: -7.9335 28.1983 -11.6130
S: -8.7128 28.2197 -14.1239
O: -7.4451 27.5808 -14.3618
O: -9.9064 27.3839 -14.2292
N: -9.2530 29.4430 -15.2507
S: -7.8613 30.1524 -15.6248
O: -7.1246 30.6980 -14.5069
O: -7.0480 29.4018 -16.5815
C: -8.4763 31.6777 -16.5885
F: -7.4431 32.2268 -17.1834
F: -9.3561 31.3355 -17.5074
F: -8.9992 32.5083 -15.7130
C: -12.4305 33.2392 -16.6772
Cl: -13.6809 32.9099 -17.8775
Cl: -11.9768 31.7137 -15.8497
H: -11.5800 33.6395 -17.2206
H: -12.7289 33.9615 -15.9254
C: -8.0387 26.4386 -7.8398
Cl: -8.3227 27.2158 -6.2784
Cl: -9.5104 26.3004 -8.8109
H: -7.3918 27.0976 -8.4093
H: -7.6131 25.4574 -7.6685
C: -6.5985 30.9587 -8.3156
Cl: -8.1944 30.2325 -7.9211
Cl: -5.7850 31.3473 -6.7814
H: -6.0689 30.2132 -8.8971
H: -6.7634 31.8674 -8.8817
C: -6.9844 24.8764 -12.2896
Cl: -6.6908 24.8200 -10.5257
Cl: -8.7097 24.9658 -12.6635
H: -6.4674 25.7455 -12.6790
H: -6.6503 23.9423 -12.7249

2S+1	7
<S²>	12.01
HOMO (alpha / beta)	-10.40 / -10.89	eV
DFT total energy	-11263.2190	Eh

***

Which value of DFT total energy does entry 4 give?
-761.6358 Eh